The following is a DFT calculation (ωB97M-V/def2-TZVPD) of C17H18F3N3O4 as an isolated structure.

E, eV: -38719.65282
HOMO level, eV: -8.553
Orbital gap, eV: 7.4

Each line ends with the Mulliken charge.
Positions of all 45 atoms, in Å:
C  1.112  4.928  -3.790  -1.46
H  1.806  5.141  -4.416  0.50
H  -0.010  5.101  -4.153  0.29
H  1.197  5.663  -2.890  0.29
C  1.097  3.726  -3.245  1.35
C  2.591  3.261  -2.836  -1.61
H  2.760  2.205  -2.548  0.19
H  2.605  3.904  -1.961  0.40
H  3.174  3.424  -3.606  0.60
H  0.937  2.921  -4.200  0.12
C  -0.077  3.150  -2.494  -2.33
N  -0.213  1.897  -2.144  0.41
N  0.570  1.625  -0.831  -0.44
C  0.555  0.114  -0.646  0.22
C  -0.204  -0.732  -1.334  0.91
C  -0.030  -2.185  -1.089  -0.76
C  -0.737  -3.000  -1.694  -0.25
C  -1.458  -2.619  -2.947  -0.04
C  -1.654  -1.389  -3.225  -0.97
C  -0.744  -0.465  -2.580  0.52
C  -0.865  1.101  -2.914  0.70
O  -1.274  1.400  -4.056  -0.70
H  -2.074  -1.035  -4.220  0.32
H  -1.998  -3.435  -3.634  0.24
H  -1.196  -4.080  -1.534  0.21
H  0.345  -2.568  -0.078  0.27
C  1.460  0.018  0.706  0.54
O  1.673  -1.283  0.885  -0.70
O  1.612  0.999  1.311  -0.39
C  2.253  0.747  2.643  -0.68
H  3.024  0.219  2.413  0.51
H  2.269  1.868  3.058  0.27
C  1.349  -0.130  3.587  0.66
O  1.910  -0.612  4.522  -0.60
N  0.066  0.063  3.367  -0.20
C  -1.006  -1.045  3.950  -1.05
C  -1.716  -1.724  3.060  1.14
F  -0.527  -2.844  2.395  -0.45
F  -2.593  -2.521  3.501  -0.19
F  -2.077  -1.178  1.791  -0.21
H  -1.542  -0.387  4.587  0.38
H  -0.193  -1.576  4.539  0.37
H  -0.259  0.631  2.529  0.31
H  -0.837  3.686  -2.727  0.90
H  0.157  3.837  -1.516  0.40

Cartesian forces (eV/Å) of the 3 atoms listed first:
C -8.057 7.403 3.556
H 4.292 1.317 -4.367
H 2.439 0.312 0.051

The following is a DFT calculation (ωB97M-V/def2-TZVPD) of a 2-piece molecular cluster, C6H11NO overall.

E, eV: -9934.39684
SMILES string: [H]/N=C(/C)CC.C=C=O
HOMO level, eV: -8.481
Energy above the lowest of the compared OMol25 structures with the same formula, charge and spin, kcal per mole: 93.6
Orbital gap, eV: 8.8

Each line ends with the Mulliken charge.
Positions of all 19 atoms, in Å:
H  0.627  -0.830  -2.139  0.23
N  1.075  -1.427  -1.444  -0.78
C  1.222  -0.856  -0.324  0.80
C  1.816  -1.637  0.815  -1.21
C  0.715  0.519  0.060  0.20
C  0.158  1.405  -0.955  -1.06
H  2.736  -1.159  1.157  0.31
H  1.129  -1.670  1.662  0.29
H  2.037  -2.652  0.496  0.35
H  1.394  1.005  0.762  0.40
H  -0.256  0.219  0.746  -0.30
H  0.397  1.204  -1.996  0.35
H  0.249  2.465  -0.741  0.32
H  -1.124  1.210  -0.776  0.15
C  -2.428  0.796  0.045  -0.97
C  -1.928  0.033  1.056  0.66
O  -2.015  -0.704  1.971  -0.40
H  -3.029  0.295  -0.702  0.32
H  -2.775  1.785  0.311  0.32

Cartesian forces (eV/Å) of the 3 atoms listed first:
H 0.033 0.126 0.113
N 0.071 -0.046 -0.171
C -0.369 -0.067 0.177

The following is a DFT calculation (ωB97M-V/def2-TZVPD) of C40H59Cl2FN11O3Pb as an isolated structure.

E, eV: -97961.55731
HOMO level, eV: -13.188
Energy above the lowest of the compared OMol25 structures with the same formula, charge and spin, kcal per mole: 6.0
Orbital gap, eV: 6.8
Net charge: +3

Each line ends with the Mulliken charge.
Positions of all 117 atoms, in Å:
Pb  0.743  1.509  0.469  1.33
F  -0.413  -5.816  0.611  -0.35
C  -0.250  -5.143  -0.544  0.13
C  -0.005  -3.804  -0.480  -0.44
C  0.241  -3.067  -1.640  0.68
C  0.560  -1.636  -1.538  0.58
O  0.663  -1.086  -0.428  -0.44
C  0.807  -0.988  -2.797  -0.25
C  0.790  -1.715  -3.955  -0.41
N  0.482  -3.019  -4.036  0.25
C  0.526  -3.692  -5.327  -0.29
C  -0.045  -3.005  -6.525  -0.98
C  -0.751  -4.189  -5.940  -0.47
C  0.215  -3.736  -2.868  -0.38
C  -0.053  -5.108  -2.914  -0.62
C  -0.282  -5.848  -1.763  -1.01
N  -0.517  -7.234  -1.845  0.21
C  -1.067  -8.004  -0.725  -0.72
C  -1.495  -9.387  -1.240  -0.77
N  -1.871  -9.264  -2.691  -0.14
C  -0.651  -8.985  -3.538  -0.74
C  0.280  -8.064  -2.742  -0.71
C  1.122  0.459  -2.889  0.14
O  1.970  0.744  -3.835  -0.47
O  0.614  1.307  -2.149  -0.51
H  0.043  -3.311  0.485  0.58
H  1.033  -1.237  -4.894  0.85
H  1.422  -4.284  -5.466  0.44
H  0.484  -3.116  -7.460  0.27
H  -0.515  -2.039  -6.388  0.34
H  -0.721  -5.129  -6.475  0.32
H  -1.672  -3.997  -5.402  0.23
H  -0.089  -5.599  -3.878  0.84
H  -1.928  -7.479  -0.320  0.52
H  -0.356  -8.156  0.088  0.40
H  -2.347  -9.765  -0.685  0.39
H  -0.696  -10.121  -1.187  0.37
H  -2.521  -8.486  -2.789  0.38
H  -2.350  -10.101  -3.021  0.35
H  -0.998  -8.533  -4.463  0.44
H  -0.178  -9.937  -3.764  0.38
H  0.857  -7.456  -3.430  0.48
H  0.999  -8.658  -2.169  0.33
C  -3.157  4.903  0.099  -1.19
N  -1.744  4.565  -0.072  0.07
C  -1.482  3.565  -1.082  -0.36
C  -0.850  4.751  0.952  0.03
N  0.040  3.814  1.172  0.90
C  1.136  4.001  2.057  -0.55
C  2.032  5.010  1.800  -0.20
C  3.181  5.199  2.589  -1.45
C  3.417  4.369  3.644  -0.89
C  2.518  3.322  3.965  1.38
C  2.766  2.538  5.117  -1.18
C  1.903  1.551  5.478  -1.07
C  0.778  1.272  4.682  -0.68
C  0.488  1.987  3.548  -0.02
N  -0.552  1.538  2.692  0.85
C  -1.744  1.224  3.129  0.04
N  -2.314  1.645  4.291  0.39
C  -1.952  2.886  4.950  -0.90
C  -3.215  0.795  5.068  -1.24
N  -2.528  0.399  2.364  0.27
C  -1.927  -0.410  1.326  -0.83
C  -3.949  0.678  2.177  -1.22
C  1.357  3.084  3.157  -0.02
N  -0.988  5.918  1.639  0.30
C  -1.474  7.135  0.978  -1.27
C  -0.465  6.169  2.977  -0.91
H  -3.510  5.559  -0.697  0.34
H  -3.319  5.393  1.054  0.42
H  -3.756  3.988  0.080  0.35
H  -2.021  3.830  -1.991  0.55
H  -1.821  2.561  -0.777  0.11
H  -0.422  3.524  -1.317  -0.41
H  1.816  5.687  0.978  0.81
H  3.865  6.009  2.363  0.46
H  4.291  4.510  4.273  0.48
H  3.648  2.749  5.712  0.50
H  2.087  0.960  6.368  0.45
H  0.130  0.444  4.949  0.59
H  -1.424  3.529  4.259  0.10
H  -1.320  2.716  5.825  0.30
H  -2.864  3.392  5.270  0.45
H  -3.285  -0.194  4.626  0.36
H  -4.215  1.229  5.135  0.39
H  -2.823  0.695  6.083  0.39
H  -0.916  -0.701  1.602  -0.02
H  -1.896  0.110  0.356  0.15
H  -2.526  -1.312  1.188  0.58
H  -4.266  1.493  2.820  0.44
H  -4.559  -0.199  2.398  0.29
H  -4.133  0.968  1.138  0.34
H  -1.638  6.961  -0.080  0.39
H  -0.722  7.920  1.087  0.40
H  -2.401  7.490  1.432  0.37
H  -0.248  5.248  3.498  0.07
H  -1.219  6.719  3.542  0.51
H  0.448  6.766  2.948  0.32
Cl  3.250  0.183  1.919  -0.07
C  2.984  -1.563  2.195  -0.36
Cl  1.465  -1.897  3.024  -0.12
H  3.798  -1.905  2.816  0.52
H  2.974  -2.049  1.231  0.19
N  3.079  3.208  -4.021  -0.63
C  3.730  3.739  -2.803  -1.08
C  2.751  3.761  -1.618  0.44
N  2.972  2.745  -0.557  -0.40
H  3.764  3.112  -4.764  0.27
H  2.394  3.874  -4.364  0.26
H  2.242  1.745  -3.872  0.50
H  4.134  4.734  -2.980  0.39
H  4.574  3.092  -2.573  0.39
H  1.750  3.608  -2.021  -0.20
H  2.766  4.738  -1.140  0.17
H  3.541  3.140  0.187  0.20
H  3.491  1.954  -0.932  0.31

Cartesian forces (eV/Å) of the 3 atoms listed first:
Pb -0.250 0.178 0.084
F -0.033 -0.006 0.012
C 0.033 -0.049 0.045

The following is a DFT calculation (ωB97M-V/def2-TZVPD) of an isolated ion of composition C5H10N3O and charge +1.

E, eV: -11852.98173
SMILES string: CC(C)c1onc[n+]1N
HOMO level (alpha / beta), eV: -13.962 / -13.962
Energy above the lowest of the compared OMol25 structures with the same formula, charge and spin, kcal per mole: 133.7
Orbital gap (alpha / beta), eV: 9.1 / 9.1
Net charge: +1

Each line ends with the Mulliken charge.
Positions of all 19 atoms, in Å:
C  -1.630  1.696  -0.250  -1.56
C  -0.988  0.262  -0.453  0.77
C  -1.633  -0.634  0.640  -1.80
C  0.451  0.483  -0.203  0.14
O  1.150  1.497  0.243  -0.04
N  2.480  1.269  0.377  -0.35
C  2.690  0.009  0.032  0.13
N  1.614  -0.701  -0.243  0.40
N  1.438  -2.001  -0.351  -0.73
H  -2.604  1.684  -0.844  0.39
H  -1.007  2.452  -0.638  0.42
H  -1.983  1.755  0.661  0.49
H  -1.323  -0.215  -1.505  0.34
H  -1.645  -1.614  0.256  0.46
H  -2.618  -0.328  0.779  0.51
H  -1.131  -0.628  1.530  0.46
H  3.754  -0.227  0.085  0.44
H  0.643  -2.357  0.160  0.25
H  2.342  -2.402  -0.276  0.26

Cartesian forces (eV/Å) of the 3 atoms listed first:
C -0.813 -2.397 -5.915
C -1.538 0.940 -0.570
C 0.809 -0.101 -2.639